Here is a gas-phase ion, C3H8NO2 (charge +1) from OMol25. Energies are from ωB97M-V/def2-TZVPD.

Geometry (Å):
C1 -0.63339 -0.09288 -0.42324
C2 0.75180 -0.05499 0.20947
C3 0.63624 1.06849 1.27374
O1 0.90644 2.24999 0.69139
O2 0.28005 0.85663 2.38190
N1 -0.87207 -1.46102 -1.09764
H1 -0.80572 0.64551 -1.19941
H2 -1.35147 0.00947 0.38891
H3 0.99063 -0.97281 0.75041
H4 1.57281 0.18953 -0.45443
H5 1.28506 2.87509 1.33878
H6 0.02031 -1.91766 -1.28795
H7 -1.47646 -2.07916 -0.56068
H8 -1.30422 -1.31618 -2.01124

Properties
Energy above the lowest of the compared OMol25 structures with the same formula, charge and spin (kcal per mole): 20.10
Charge: +1
SMILES string: [NH3+]CCC(=O)O

Here is a single C5H8N2 molecule from OMol25. Energies are from ωB97M-V/def2-TZVPD.

Geometry (Å):
C1 -0.57007 -1.24285 -0.61861
C2 -0.24534 -0.37023 0.82761
C3 1.26795 -0.31365 0.66217
N1 0.92786 0.52596 -0.50688
C4 -0.21067 1.05317 0.25336
C5 -1.43397 1.47562 -0.44372
N2 -2.41972 1.75135 -0.98236
H1 0.31208 -1.50230 -1.25287
H2 -1.05151 -2.16455 -0.35397
H3 -1.18910 -0.68245 -1.34380
H4 -0.65487 -0.46976 1.86930
H5 1.71883 -1.29825 0.50661
H6 1.84879 0.25635 1.40051
H7 1.58634 1.12759 -0.95217
H8 0.11341 1.85400 0.93481

Properties
Energy above the lowest of the compared OMol25 structures with the same formula, charge and spin (kcal per mole): 72.52
Charge: 0
SMILES string: C[C@H]1CN[C@H]1C#N

Here is 2 unconnected molecules or ions with the total composition C3H7Cl2N2O2 from OMol25. Energies are from ωB97M-V/def2-TZVPD.

Geometry (Å):
C1 -1.78364 -0.30053 -0.96527
C2 1.69705 1.12080 0.39464
C3 1.94365 0.36052 -0.61812
N1 -0.68191 -0.26722 1.18013
N2 0.33318 -0.85305 0.87063
O1 1.16660 -1.08160 1.91948
O2 -1.64939 0.13842 0.36549
Cl1 0.68534 2.47139 0.60558
Cl2 3.34550 -0.65290 -0.63314
H1 -1.12410 0.15360 -1.76391
H2 -2.81842 0.10031 -1.32344
H3 -1.77392 -1.32157 -1.03789
H4 2.08932 -1.32966 1.67911
H5 2.25172 0.87565 1.36358
H6 1.54073 0.38960 -1.60632
H7 -0.97782 0.06102 2.07509

Properties
Energy above the lowest of the compared OMol25 structures with the same formula, charge and spin (kcal per mole): 0.00
Charge: +1

Here is 11 unconnected molecules or ions with the total composition H22O11 from OMol25. Energies are from ωB97M-V/def2-TZVPD.

Geometry (Å):
O1 -0.10558 2.98588 -0.44097
H1 0.10242 2.30788 0.17603
H2 -1.05658 2.93288 -0.36097
O2 2.85142 1.79688 1.09203
H3 3.74042 1.98688 1.39803
H4 2.65942 2.32988 0.35003
O3 -0.35858 0.15888 0.21403
H5 0.59842 0.11288 0.05803
H6 -0.71958 -0.49712 -0.47197
O4 1.24142 1.31288 3.11903
H7 1.85742 1.31288 2.37103
H8 1.76142 1.55888 3.87903
O5 -0.58258 -1.64412 -1.71497
H9 0.21342 -1.30312 -2.13397
H10 -1.29558 -1.49812 -2.36797
O6 0.21142 1.84988 -2.69297
H11 0.28442 2.38888 -1.93197
H12 0.69042 1.02688 -2.67097
O7 2.21442 -0.18212 -0.39797
H13 2.85242 -0.75512 -0.70297
H14 2.61542 0.43988 0.19403
O8 -1.20458 -4.20112 -0.75297
H15 -1.10158 -3.27912 -1.03297
H16 -1.05558 -4.08912 0.22203
O9 0.30042 -2.31512 1.37503
H17 0.18242 -1.47512 0.96103
H18 1.16642 -2.16812 1.68003
O10 -3.01858 -1.93512 -0.18797
H19 -3.29958 -2.77012 0.22503
H20 -3.22658 -1.19312 0.41903
O11 -2.75658 1.94588 -0.13397
H21 -2.20658 1.17588 -0.06597
H22 -3.55558 1.68188 0.32803

Properties
Energy above the lowest of the compared OMol25 structures with the same formula, charge and spin (kcal per mole): 48.22
Charge: 0
SMILES string: O.O.O.O.O.O.O.O.O.O.O

Here is a molecular structure, C41H33IN6O2SiTl from OMol25. Energies are from ωB97M-V/def2-TZVPD.

Geometry (Å):
Tl1 -0.60425 0.91845 -0.66891
O1 -2.51492 5.22992 -0.18159
C1 -1.76786 4.23855 -0.18252
N1 -1.93909 3.05544 -0.73707
C2 -3.14375 2.74625 -1.37247
C3 -4.38088 3.23993 -0.96067
C4 -5.55789 2.79017 -1.53615
C5 -5.51838 1.84057 -2.54988
C6 -4.29753 1.34588 -2.98082
C7 -3.10622 1.77548 -2.40049
N2 -1.86474 1.20238 -2.71585
C8 -1.61165 0.81080 -3.95285
O2 -2.30073 0.94773 -4.97291
C9 -0.29439 0.06692 -4.13866
C10 -0.04323 -0.51879 -5.37812
C11 1.12224 -1.23601 -5.55712
C12 2.01296 -1.34239 -4.49800
C13 1.68698 -0.71077 -3.31157
N3 0.56748 -0.02114 -3.13164
C14 -0.46700 4.39417 0.60344
C15 -0.22504 5.62795 1.20754
C16 0.92860 5.80455 1.94292
C17 1.81355 4.74217 2.06385
C18 1.48834 3.55211 1.43669
N4 0.37999 3.37368 0.72230
H1 -4.40067 3.98910 -0.18353
H2 -6.50603 3.18975 -1.19932
H3 -6.43327 1.49798 -3.01636
H4 -4.24738 0.62644 -3.78660
H5 -0.78242 -0.38866 -6.15492
H6 1.33781 -1.70730 -6.50818
H7 2.93440 -1.90209 -4.58195
H8 2.34882 -0.76105 -2.46125
H9 -0.96242 6.40508 1.06917
H10 1.13755 6.75439 2.41972
H11 2.72975 4.82368 2.63302
H12 2.14858 2.69802 1.51510
C19 -3.19661 -3.01354 -1.50708
C20 -2.93190 -4.19014 -0.82480
C21 -1.71740 -4.33961 -0.19704
C22 -0.76728 -3.30055 -0.24922
N5 -1.06717 -2.13626 -0.83894
C23 -2.23521 -2.02061 -1.46231
C24 0.58114 -3.54977 0.26765
C25 1.00934 -4.85946 0.53618
C26 2.32872 -5.21360 0.40881
C27 3.22838 -4.24941 -0.13264
C28 2.83762 -2.96308 -0.19700
N6 1.57834 -2.53206 0.30886
H13 -4.12315 -2.85243 -2.03781
H14 -3.66432 -4.98608 -0.78461
H15 -1.51345 -5.25294 0.33776
H16 -2.41498 -1.06391 -1.93882
H17 0.28487 -5.63075 0.75293
H18 2.65572 -6.22159 0.61809
H19 4.20010 -4.53757 -0.50637
H20 3.49793 -2.18268 -0.54123
C29 -0.77632 -0.00807 5.13807
C30 -0.43673 0.75216 4.02847
C31 0.31659 0.19190 3.01084
C32 0.74905 -1.13233 3.07919
C33 0.41705 -1.87435 4.21496
C34 -0.34919 -1.32234 5.23184
Si1 1.99696 -1.87109 1.91510
C35 3.36355 -0.62264 1.62788
C36 4.37986 -0.50544 2.57582
C37 5.40016 0.42107 2.42065
C38 5.42260 1.24706 1.30687
C39 4.41730 1.14955 0.35633
C40 3.39540 0.22693 0.52246
H21 -1.37212 0.42586 5.93096
H22 -0.75969 1.78114 3.94812
H23 0.58624 0.81048 2.16572
H24 0.75236 -2.90024 4.30162
H25 -0.60715 -1.91775 6.09802
H26 2.56295 -3.02480 2.66361
H27 4.37728 -1.14814 3.44800
H28 6.18005 0.49569 3.16617
H29 6.22000 1.96754 1.18218
H30 4.41457 1.80317 -0.50505
H31 2.60151 0.17807 -0.21597
I1 -2.86303 -1.21346 2.01473
C41 -2.61630 0.41144 0.70894
H32 -2.66884 1.34789 1.24820
H33 -3.34208 0.32738 -0.09052

Properties
Charge: -1

Here is a single C21H26N2O5 molecule from OMol25. Energies are from ωB97M-V/def2-TZVPD.

Geometry (Å):
C1 -1.55568 -3.50648 1.92328
C2 -2.43524 -2.56211 1.11640
H1 -3.23793 -2.14520 1.72793
H2 -2.85936 -3.08358 0.25272
O1 -1.69852 -1.43014 0.65463
C3 -1.02014 -1.56585 -0.48170
O2 -0.96915 -2.58779 -1.11845
C4 -0.36321 -0.25720 -0.91659
C5 0.91127 -0.55768 -1.73095
N1 2.09135 -0.50488 -0.89230
C6 3.13301 0.25225 -1.29035
O3 3.16555 0.80108 -2.38210
C7 4.30597 0.38122 -0.38742
N2 4.28295 0.37395 0.92398
O4 5.54640 0.59372 1.35235
C8 6.36271 0.74023 0.29351
C9 5.62667 0.62174 -0.84974
H3 5.94312 0.68988 -1.86780
C10 7.80405 0.98362 0.53720
H4 8.31850 1.12018 -0.40879
H5 8.24209 0.13959 1.06821
H6 7.93499 1.87147 1.15351
C11 1.87829 -1.06512 0.41819
H7 2.82750 -1.21139 0.92955
C12 0.97495 -0.12345 1.22719
C13 0.00799 0.61157 0.28889
H8 0.48636 1.51714 -0.09151
H9 -0.89106 0.89744 0.83238
H10 1.59440 0.60347 1.75238
H11 0.42113 -0.70005 1.96722
H12 1.39417 -2.03687 0.27826
H13 1.05061 0.17821 -2.52622
H14 0.82057 -1.55291 -2.18262
C14 -1.38604 0.44827 -1.84587
C15 -2.76768 0.50903 -1.25696
C16 -3.66921 -0.51959 -1.48986
C17 -4.92539 -0.48878 -0.90767
C18 -5.29405 0.56440 -0.09770
C19 -4.40407 1.61422 0.12977
C20 -3.14436 1.58035 -0.45566
H15 -2.44463 2.38777 -0.30493
O5 -4.86162 2.61469 0.93445
C21 -4.01638 3.70665 1.20021
H16 -3.10216 3.39313 1.71515
H17 -4.58584 4.36785 1.85157
H18 -3.75175 4.24404 0.28374
H19 -6.26704 0.60532 0.36525
H20 -5.62269 -1.29333 -1.08853
H21 -3.38605 -1.34707 -2.12360
H22 -1.42109 -0.10806 -2.78488
H23 -1.01616 1.45442 -2.05268
H24 -1.09837 -2.97887 2.75712
H25 -0.77233 -3.91649 1.29044
H26 -2.15743 -4.32398 2.30939

Properties
Energy above the lowest of the compared OMol25 structures with the same formula, charge and spin (kcal per mole): 67.85
Charge: 0
SMILES string: CCOC(=O)[C@@]1(Cc2cccc(OC)c2)CCCN(C(=O)c2cc(C)on2)C1

For the records above, the corresponding strongest force on any atom values read 1.45; 1.59; 4.46; 3.39; 0.59; 1.09 eV Å⁻¹.
For the records above, the corresponding total energy values read -8819.081; -8291.852; -35330.859; -22879.423; -76760.928; -35416.213 eV.